17
Properties=species:S:1:pos:R:3:forces:R:3 method="wB97M-V/def2-TZVPD" homo_ev=-8.44 gap_ev=9.342 max_force_ev_per_a=5.40 de_lowest_kj_mol=284.01
C -1.9293 1.1405 0.0781 1.064 0.412 0.917
C -0.9104 -0.0005 -0.1797 1.103 4.994 -1.047
C -0.4649 -1.0848 0.6070 -2.383 -3.334 3.514
C 0.9963 -1.2757 0.5793 1.814 -1.675 1.886
C 1.6189 -0.1209 -0.0682 0.702 1.582 1.883
C 0.4667 0.6710 -0.4667 -0.600 3.919 -1.111
H -2.9139 0.7392 0.2788 -0.156 -0.009 0.502
H -1.4587 1.7188 0.9801 -1.345 -0.776 -1.517
H -2.0757 1.8606 -0.7897 0.662 -1.046 0.910
H -0.9805 -1.3615 1.6254 0.714 0.348 -2.213
H 1.3907 -2.0493 -0.0522 -0.508 -1.482 0.291
H 1.3291 -1.4150 1.6447 0.094 0.090 -1.058
H 2.5301 0.2965 0.4576 -1.015 -0.166 -1.219
H 1.8995 0.5583 -1.9486 1.448 1.670 -1.199
H 0.5163 1.8139 -0.3250 -0.230 -1.792 -0.608
N 1.2690 0.0173 -1.4603 -0.670 -1.747 0.541
S -1.2830 -1.5083 -0.9605 -0.691 -0.990 -0.473